1.
# C3H4N4O

C3H4N4O in the gas phase at a distorted geometry (the ωB97M-V functional and the def2-TZVPD basis, OMol25).

Values from the calculation:
* SMILES string: C=Nn1[nH]cnc1=O
* molecular weight: 112.09 g/mol
* relative energy (zero: lowest compared OMol25 entry of this formula, charge and spin): 3.5082 eV
* frontier orbital gap: 9.12 eV
* strongest force on any atom: 5.0 eV Å⁻¹

XYZ file:
```
12
C3H4N4O | OMol25 | the ωB97M-V functional and the def2-TZVPD basis
C 0.481 0.089 -2.425
C 0.240 0.312 1.961
C -0.696 -0.597 0.289
H 0.520 0.584 -3.455
H 0.220 -1.072 -2.444
H 1.783 1.574 0.945
H 0.593 0.614 3.023
N 0.523 0.810 -1.386
N 0.363 0.251 -0.186
N 0.870 0.880 0.888
N -0.665 -0.691 1.726
O -1.363 -1.159 -0.540
```

2.
# C4H8NO2S

A gas-phase ion, C4H8NO2S (charge +1) at a distorted geometry (the ωB97M-V functional and the def2-TZVPD basis, OMol25).

Values from the calculation:
* total charge: +1
* molecular weight: 134.18 g/mol
* relative energy (zero: lowest compared OMol25 entry of this formula, charge and spin): 6.8346 eV
* frontier orbital gap (alpha / beta): 6.30 / 9.69 eV
* strongest force on any atom: 3.7 eV Å⁻¹

XYZ file:
```
16
C4H8NO2S | OMol25 | the ωB97M-V functional and the def2-TZVPD basis
C -1.024 -0.984 0.186
C -0.492 1.500 0.543
C 0.150 -1.280 -0.615
C 2.131 0.102 0.052
N -1.429 0.552 0.095
O 3.176 0.852 0.411
O 2.594 0.918 -0.904
S 1.699 -1.462 0.390
H -1.743 -1.611 -0.204
H -0.839 -1.167 1.263
H -0.438 1.533 1.616
H -0.016 2.252 0.020
H -0.054 -2.246 -1.157
H 0.368 -0.529 -1.417
H -1.719 0.675 -0.863
H -2.363 0.893 0.584
```

3.
# C24H66AsF9N5O7

A molecular structure, C24H66AsF9N5O7 at a distorted geometry (the ωB97M-V functional and the def2-TZVPD basis, OMol25).

Values from the calculation:
* total charge: +3
* molecular weight: 782.72 g/mol
* frontier orbital gap: 3.62 eV
* strongest force on any atom: 2.8 eV Å⁻¹

XYZ file:
```
112
C24H66AsF9N5O7 | OMol25 | the ωB97M-V functional and the def2-TZVPD basis
C 0.149 5.509 7.256
C -0.405 4.301 6.510
C 0.448 3.647 5.426
O -0.079 2.349 5.170
C 0.546 1.692 4.066
N -0.663 3.142 7.528
H -1.390 3.327 8.216
H -0.839 2.297 6.973
H 0.191 2.989 8.070
H 1.157 5.364 7.649
H -0.435 5.777 8.138
H 0.119 6.341 6.555
H -1.465 4.404 6.274
H 1.440 3.521 5.870
H 0.500 4.291 4.549
H 0.745 0.646 4.274
H 1.424 2.186 3.643
H -0.107 1.794 3.194
C -7.360 -0.563 -3.075
C -6.086 0.161 -3.364
C -5.066 0.188 -2.301
O -3.981 0.958 -2.795
C -2.856 1.189 -1.961
N -5.473 -0.339 -4.665
H -5.074 -1.269 -4.528
H -6.224 -0.422 -5.357
H -4.796 0.268 -5.133
H -8.196 -0.271 -3.722
H -7.780 -0.254 -2.117
H -7.456 -1.649 -3.154
H -6.375 1.204 -3.530
H -4.648 -0.828 -2.196
H -5.368 0.716 -1.395
H -3.010 2.064 -1.324
H -2.004 1.400 -2.600
H -2.669 0.321 -1.323
C 1.645 -5.885 2.721
C 2.094 -5.727 1.267
C 2.204 -4.333 0.713
O 2.815 -4.417 -0.545
C 2.873 -3.270 -1.357
N 3.509 -6.295 1.131
H 4.129 -5.840 1.801
H 3.521 -7.313 1.151
H 3.815 -6.006 0.188
H 1.345 -6.920 2.881
H 0.758 -5.299 2.959
H 2.431 -5.578 3.411
H 1.476 -6.394 0.666
H 2.802 -3.755 1.428
H 1.220 -3.886 0.548
H 3.158 -2.298 -0.942
H 1.942 -3.036 -1.878
H 3.649 -3.405 -2.109
C -3.438 -1.164 2.834
C -3.280 -2.658 2.539
C -3.274 -2.943 1.022
O -3.222 -4.330 0.800
C -4.472 -4.996 0.999
N -1.901 -3.154 3.088
H -1.632 -3.785 2.329
H -1.328 -2.306 3.151
H -1.963 -3.601 3.997
H -4.472 -0.940 2.557
H -2.774 -0.574 2.203
H -3.411 -0.841 3.874
H -3.932 -3.352 3.065
H -2.349 -2.486 0.651
H -4.078 -2.393 0.532
H -4.422 -5.866 0.346
H -5.357 -4.384 0.834
H -4.545 -5.437 1.999
C 2.944 0.540 -7.938
C 2.816 1.969 -7.419
C 2.820 2.027 -5.899
O 1.859 1.177 -5.374
C 2.002 1.025 -3.962
N 3.955 2.835 -7.907
H 3.856 3.781 -7.523
H 4.833 2.458 -7.543
H 4.047 2.996 -8.912
H 2.090 -0.111 -7.762
H 3.805 0.066 -7.464
H 2.976 0.552 -9.031
H 1.860 2.330 -7.800
H 2.678 3.049 -5.517
H 3.828 1.750 -5.546
H 1.532 1.864 -3.445
H 3.052 0.967 -3.675
H 1.436 0.141 -3.677
As 0.881 -0.112 0.508
F 1.736 1.139 1.386
F -0.456 0.875 -0.068
F 0.040 -1.474 -0.303
F 2.011 -1.312 1.169
F -0.078 -0.527 1.979
F 1.787 0.151 -0.919
C 3.812 2.907 -0.814
O 3.393 4.145 -0.170
O 4.070 3.242 -2.068
C 5.052 2.292 -0.032
F 5.847 3.250 0.482
F 4.617 1.538 1.013
F 5.829 1.477 -0.757
C 2.893 4.038 1.154
C 1.384 4.304 1.288
H 1.140 4.334 2.360
H 0.910 5.172 0.830
H 0.775 3.462 0.938
H 3.483 4.771 1.714
H 3.084 3.101 1.682
H 2.952 2.227 -0.652
```

4.
# C5H10O

C5H10O in the gas phase (the ωB97M-V functional and the def2-TZVPD basis, OMol25).

Values from the calculation:
* SMILES string: COC=C(C)C
* molecular weight: 86.13 g/mol
* relative energy (zero: lowest compared OMol25 entry of this formula, charge and spin): 1.1000 eV
* frontier orbital gap: 9.71 eV
* strongest force on any atom: 0.4 eV Å⁻¹

XYZ file:
```
16
C5H10O | OMol25 | the ωB97M-V functional and the def2-TZVPD basis
C -0.982 -0.566 -1.340
C -0.326 0.503 -0.510
C -0.031 1.819 -1.175
C 0.899 -1.446 1.948
C -0.018 0.311 0.772
O -0.275 -0.867 1.426
H -1.971 -0.234 -1.682
H -0.388 -0.786 -2.236
H -1.109 -1.486 -0.764
H -0.950 2.291 -1.541
H 0.624 1.673 -2.044
H 0.464 2.522 -0.495
H 0.606 -2.375 2.442
H 1.618 -1.671 1.148
H 1.388 -0.779 2.674
H 0.453 1.092 1.377
```

5.
# C4H5FS

C4H5FS in the gas phase at a distorted geometry (the ωB97M-V functional and the def2-TZVPD basis, OMol25).

Values from the calculation:
* SMILES string: C#C[C@@H](F)CS
* molecular weight: 104.15 g/mol
* relative energy (zero: lowest compared OMol25 entry of this formula, charge and spin): 4.3876 eV
* frontier orbital gap: 9.98 eV
* strongest force on any atom: 4.7 eV Å⁻¹

XYZ file:
```
11
C4H5FS | OMol25 | the ωB97M-V functional and the def2-TZVPD basis
C -0.725 1.028 -0.719
C 0.024 -0.328 -0.777
C 1.269 -0.676 0.114
C 1.978 -1.093 1.057
H -1.400 0.079 1.726
H -1.811 0.800 -1.340
H -0.288 1.992 -1.297
H 0.283 -0.515 -1.778
H 2.539 -1.597 2.075
F -0.787 -1.224 -0.251
S -1.082 1.533 1.191
```

6.
# C5H11NOS

A gas-phase ion, C5H11NOS (charge -1) at a distorted geometry (the ωB97M-V functional and the def2-TZVPD basis, OMol25).

Values from the calculation:
* total charge: -1
* molecular weight: 133.22 g/mol
* relative energy (zero: lowest compared OMol25 entry of this formula, charge and spin): 0.3184 eV
* frontier orbital gap (alpha / beta): 2.13 / 8.83 eV
* multiplicity: 2
* strongest force on any atom: 2.4 eV Å⁻¹

XYZ file:
```
19
C5H11NOS | OMol25 | the ωB97M-V functional and the def2-TZVPD basis
O -1.670 -1.361 1.002
C -0.882 -1.893 0.216
N 0.008 -1.055 -0.415
C -0.110 0.415 -0.272
C 1.305 1.008 -0.329
S 1.359 2.554 0.575
C -1.116 0.907 -1.337
C -0.629 -3.370 0.114
H 0.711 -1.326 -1.090
H -0.542 0.686 0.684
H 2.032 0.243 -0.030
H 1.666 1.191 -1.333
H 1.470 2.143 1.891
H -2.145 0.947 -0.953
H -1.264 0.181 -2.151
H -0.826 1.849 -1.818
H 0.398 -3.514 0.492
H -0.967 -3.673 -0.862
H -1.257 -3.956 0.791
```

7.
# C2H7Cl2N2P

2 unconnected molecules or ions with the total composition C2H7Cl2N2P at a distorted geometry (the ωB97M-V functional and the def2-TZVPD basis, OMol25).

Values from the calculation:
* molecular weight: 160.97 g/mol
* relative energy (zero: lowest compared OMol25 entry of this formula, charge and spin): 3.3425 eV
* frontier orbital gap (alpha / beta): 7.49 / 7.30 eV
* strongest force on any atom: 3.2 eV Å⁻¹

XYZ file:
```
14
C2H7Cl2N2P | OMol25 | the ωB97M-V functional and the def2-TZVPD basis
C 0.330 1.842 -0.013
C 0.154 -1.752 0.150
N 0.010 0.417 -0.362
N 0.677 -0.422 0.362
P -0.117 0.441 -2.876
Cl -1.227 -1.273 -3.154
Cl 1.729 -0.419 -3.185
H 1.394 2.172 -0.121
H -0.211 2.410 -0.764
H -0.028 2.034 0.937
H -0.870 -1.649 0.390
H -0.013 -2.153 -0.886
H 0.617 -2.396 0.917
H -1.119 0.188 -0.423
```

8.
# C2H3ClFN

C2H3ClFN in the gas phase at a distorted geometry (the ωB97M-V functional and the def2-TZVPD basis, OMol25).

Values from the calculation:
* SMILES string: C=N[C@@H](F)Cl
* molecular weight: 95.50 g/mol
* relative energy (zero: lowest compared OMol25 entry of this formula, charge and spin): 0.5428 eV
* frontier orbital gap: 10.90 eV
* strongest force on any atom: 7.8 eV Å⁻¹

XYZ file:
```
8
C2H3ClFN | OMol25 | the ωB97M-V functional and the def2-TZVPD basis
C 1.314 0.305 0.405
C -0.844 -0.214 -0.439
N 0.162 0.710 -0.255
F -0.586 -1.462 0.142
Cl -2.408 0.480 0.290
H 1.976 1.147 0.533
H 1.371 -0.669 0.772
H -0.984 -0.296 -1.448
```

9.
# C6H13BO

C6H13BO in the gas phase at a distorted geometry (the ωB97M-V functional and the def2-TZVPD basis, OMol25).

Values from the calculation:
* SMILES string: C/B=C(\C)CCCO
* molecular weight: 111.98 g/mol
* relative energy (zero: lowest compared OMol25 entry of this formula, charge and spin): 4.0073 eV
* frontier orbital gap: 8.37 eV
* strongest force on any atom: 4.9 eV Å⁻¹

XYZ file:
```
21
C6H13BO | OMol25 | the ωB97M-V functional and the def2-TZVPD basis
B -0.235 0.908 -1.223
C -1.174 -0.787 1.121
C -0.118 -1.277 0.073
C -0.464 -0.116 2.298
C 0.491 -0.230 -0.809
C -0.817 2.222 -1.779
C 1.854 -0.859 -1.176
O 0.048 1.172 1.962
H -1.851 -0.082 0.479
H -1.689 -1.735 1.300
H 0.518 -1.935 0.724
H -0.409 -2.028 -0.635
H -1.229 -0.086 2.986
H 0.424 -0.753 2.830
H 0.703 0.890 1.366
H -0.817 3.224 -1.095
H -1.720 2.146 -2.241
H -0.019 2.536 -2.420
H 2.365 -0.353 -2.011
H 1.677 -1.794 -1.611
H 2.462 -1.062 -0.138
```

10.
# C5H5Cl2N3O2S

2 unconnected molecules or ions with the total composition C5H5Cl2N3O2S at a distorted geometry (the ωB97M-V functional and the def2-TZVPD basis, OMol25).

Values from the calculation:
* molecular weight: 242.09 g/mol
* relative energy (zero: lowest compared OMol25 entry of this formula, charge and spin): 0.9815 eV
* frontier orbital gap (alpha / beta): 8.54 / 8.54 eV
* strongest force on any atom: 5.7 eV Å⁻¹

XYZ file:
```
18
C5H5Cl2N3O2S | OMol25 | the ωB97M-V functional and the def2-TZVPD basis
C -0.806 0.736 -0.512
C 1.381 0.820 0.616
C 0.364 2.744 -0.100
C 0.298 -0.103 0.084
C -1.571 -2.207 0.974
N -0.755 2.001 -0.536
N 1.474 2.061 0.502
N 1.135 -1.175 -1.377
O 1.806 -0.569 -2.126
O 0.898 -2.287 -1.090
S 0.010 -1.411 1.303
Cl -2.132 0.010 -1.265
Cl 2.757 -0.071 1.225
H 0.790 3.180 -1.102
H 0.074 3.508 0.458
H -2.498 -1.564 1.053
H -1.834 -2.831 1.862
H -1.393 -2.842 0.031
```

11.
# C38H42N2O12

7 unconnected molecules or ions with the total composition C38H42N2O12 at a distorted geometry (the ωB97M-V functional and the def2-TZVPD basis, OMol25).

Values from the calculation:
* SMILES string: O=C1C=CC(=O)C=C1.O=C1C=CC(=O)C=C1.O=C1C=CC(=O)C=C1.O=C1C=CC(=O)C=C1.O=C1C=CC(=O)C=C1.COC[C@H](C)N.COC[C@H](C)N
* molecular weight: 718.76 g/mol
* relative energy (zero: lowest compared OMol25 entry of this formula, charge and spin): 0.0000 eV
* frontier orbital gap: 7.21 eV
* strongest force on any atom: 3.7 eV Å⁻¹

XYZ file:
```
94
C38H42N2O12 | OMol25 | the ωB97M-V functional and the def2-TZVPD basis
C -4.902 5.817 -0.683
C -5.215 5.119 0.432
C -5.109 3.658 0.572
O -5.673 3.037 1.459
C -4.457 3.028 -0.619
C -4.013 3.698 -1.694
C -4.120 5.219 -1.814
O -3.590 5.812 -2.692
H -5.078 6.863 -0.825
H -5.709 5.644 1.237
H -4.377 1.978 -0.588
H -3.575 3.224 -2.507
C 1.371 0.651 5.518
C 0.697 1.451 6.357
C 0.117 2.772 5.834
O -0.522 3.576 6.476
C 0.605 3.155 4.482
C 1.313 2.408 3.612
C 1.787 1.027 4.088
O 2.415 0.216 3.427
H 1.611 -0.324 5.927
H 0.403 1.037 7.303
H 0.199 4.081 4.136
H 1.618 2.758 2.617
C 1.791 -5.150 -3.522
C 2.103 -4.162 -2.634
C 1.227 -3.946 -1.492
O 1.520 -3.328 -0.495
C -0.099 -4.525 -1.557
C -0.468 -5.462 -2.433
C 0.530 -5.975 -3.412
O 0.400 -6.952 -4.195
H 2.475 -5.379 -4.352
H 3.010 -3.540 -2.766
H -0.703 -4.286 -0.719
H -1.416 -6.007 -2.342
C -0.120 2.076 -1.012
C -0.234 0.992 -1.804
C 0.758 -0.048 -1.837
O 0.660 -1.099 -2.473
C 2.029 0.174 -0.985
C 2.213 1.337 -0.332
C 1.117 2.377 -0.185
O 1.203 3.284 0.601
H -0.897 2.861 -0.872
H -1.102 0.844 -2.451
H 2.624 -0.769 -0.811
H 3.089 1.549 0.256
C -1.693 -1.718 0.540
C -1.169 -2.087 1.716
C -1.758 -1.717 3.019
O -1.254 -2.074 4.052
C -2.890 -0.832 2.913
C -3.392 -0.336 1.773
C -2.819 -0.728 0.447
O -3.352 -0.299 -0.573
H -1.285 -2.093 -0.372
H -0.322 -2.803 1.696
H -3.332 -0.459 3.845
H -4.293 0.266 1.697
C -0.597 4.390 -5.573
C -0.224 3.053 -4.867
C -0.804 1.860 -5.652
O -0.683 0.749 -4.907
C -1.030 -0.464 -5.577
N 1.235 3.022 -5.000
H -0.590 4.228 -6.649
H 0.119 5.155 -5.307
H -1.592 4.755 -5.242
H -0.603 3.055 -3.795
H -0.247 1.818 -6.587
H -1.857 2.098 -6.061
H -2.134 -0.677 -5.503
H -0.342 -1.201 -5.147
H -0.754 -0.314 -6.675
H 1.434 3.587 -4.138
H 1.555 2.083 -4.674
C 1.903 -4.138 5.080
C 3.284 -3.891 4.328
C 3.154 -3.384 2.900
O 4.457 -3.066 2.443
C 4.447 -2.014 1.594
N 4.077 -2.949 5.064
H 1.525 -3.205 5.432
H 2.243 -4.607 6.009
H 1.160 -4.773 4.584
H 3.848 -4.818 4.330
H 2.611 -2.443 2.881
H 2.600 -4.057 2.247
H 4.009 -2.143 0.560
H 5.493 -1.757 1.346
H 4.018 -1.132 2.042
H 4.807 -2.639 4.458
H 3.532 -2.069 5.077
```

12.
# C20H43N2OP2Tm

A molecular structure, C20H43N2OP2Tm at a distorted geometry (the ωB97M-V functional and the def2-TZVPD basis, OMol25).

Values from the calculation:
* total charge: +2
* molecular weight: 558.46 g/mol
* frontier orbital gap (alpha / beta): 8.93 / 8.94 eV
* multiplicity: 3
* strongest force on any atom: 4.6 eV Å⁻¹

XYZ file:
```
69
C20H43N2OP2Tm | OMol25 | the ωB97M-V functional and the def2-TZVPD basis
Tm -0.960 -0.025 -0.405
P 0.035 -2.562 -0.869
P 0.018 2.578 -0.609
N -0.176 0.095 -2.530
C 0.056 -2.456 -2.700
H 0.824 -3.148 -3.046
H -0.913 -2.824 -3.081
C 0.395 -1.095 -3.316
H 1.468 -0.935 -3.389
H -0.043 -1.016 -4.330
C 0.386 1.365 -3.190
H -0.046 1.386 -4.208
H 1.461 1.224 -3.272
C 0.032 2.655 -2.443
H -0.945 3.042 -2.780
H 0.787 3.390 -2.726
C 1.507 3.500 -0.023
C 1.846 3.158 1.437
H 2.788 3.665 1.698
H 1.998 2.081 1.591
H 1.072 3.509 2.134
C -1.539 3.467 -0.111
C -1.671 3.558 1.415
H -2.689 3.900 1.653
H -0.967 4.285 1.847
H -1.529 2.590 1.919
C -1.534 -3.476 -0.462
C -1.680 -3.691 1.052
H -2.705 -4.033 1.254
H -1.526 -2.770 1.638
H -0.990 -4.462 1.425
C 1.513 -3.525 -0.352
C 1.824 -3.328 1.140
H 2.788 -3.813 1.353
H 1.062 -3.794 1.782
H 1.919 -2.269 1.414
C 1.583 -0.032 -0.221
O 2.741 -0.027 -0.206
C -1.762 4.811 -0.801
H -1.062 5.576 -0.452
H -1.694 4.737 -1.893
H -2.778 5.149 -0.556
C -1.751 -4.757 -1.263
H -2.765 -5.120 -1.046
H -1.687 -4.588 -2.345
H -1.045 -5.544 -0.983
C 1.461 -5.007 -0.729
H 2.460 -5.432 -0.562
H 0.760 -5.565 -0.090
H 1.205 -5.167 -1.785
C 1.443 5.013 -0.248
H 0.744 5.500 0.449
H 2.440 5.427 -0.051
H 1.175 5.275 -1.282
H 2.309 3.083 -0.661
H 2.322 -3.042 -0.932
H -2.318 2.768 -0.474
H -2.308 -2.747 -0.775
H -1.058 0.121 -3.112
H -2.835 -0.044 -0.713
C -0.565 -0.399 5.295
C 0.372 0.249 4.276
C -0.139 0.122 2.931
N -0.562 0.007 1.863
H -1.578 -0.006 5.208
H -0.225 -0.215 6.309
H -0.616 -1.478 5.151
H 0.498 1.324 4.483
H 1.370 -0.220 4.303
```